A) Density functional theory data (ωB97M-V/def2-TZVPD) for C57H46ClN4O7P2Ti as an isolated structure.

highest occupied orbital energy (alpha / beta): -3.307 / -4.851 eV
Kohn-Sham gap (alpha / beta): 5.54 / 7.05 eV

The geometry in ORCA input format:
```
! wB97M-V def2-TZVPD RIJCOSX def2/J DEFGRID3
* xyz -1 3
Ti 0.182 -1.986 -1.813
O -0.510 -3.530 2.316
Cl -0.886 -3.798 0.966
O -2.313 -3.910 0.843
O -0.259 -4.958 0.447
O -0.461 -2.585 0.099
O 1.972 -2.937 -1.573
N 3.020 -2.586 -2.217
N 2.809 -1.532 -2.927
O 1.608 -1.022 -2.939
C 3.772 -1.040 -3.836
C 5.120 -1.350 -3.747
C 5.959 -0.684 -4.657
C 5.491 0.224 -5.626
C 4.120 0.435 -5.692
C 3.262 -0.205 -4.819
H 5.572 -1.925 -2.951
H 7.024 -0.814 -4.577
H 6.187 0.664 -6.338
H 3.674 1.120 -6.429
H 2.217 -0.090 -4.806
C -0.466 5.196 3.376
C -0.599 3.727 3.880
C -0.699 3.752 5.412
C 0.656 3.000 3.476
C 1.900 3.472 3.850
C 3.075 2.894 3.434
C 3.030 1.763 2.655
C 1.806 1.265 2.280
P 1.695 -0.217 1.206
C 3.342 -0.048 0.361
C 4.546 -0.599 0.798
C 5.733 -0.128 0.238
C 5.740 0.710 -0.866
C 4.528 1.120 -1.395
C 3.336 0.740 -0.776
C 2.118 -1.514 2.404
C 2.566 -1.306 3.705
C 3.144 -2.325 4.423
C 3.287 -3.594 3.860
C 2.721 -3.855 2.614
C 2.140 -2.833 1.917
C 0.629 1.915 2.634
O -0.503 1.453 2.085
C -1.703 2.027 2.338
C -2.790 1.412 1.749
C -4.058 1.917 2.003
C -4.194 3.039 2.828
C -3.095 3.569 3.459
C -1.816 3.076 3.252
P -2.465 -0.144 0.780
C -3.580 -1.132 1.860
C -4.969 -1.339 1.616
C -5.729 -2.053 2.531
C -5.082 -2.688 3.630
C -3.721 -2.568 3.797
C -2.978 -1.751 2.949
C -3.499 0.141 -0.739
C -3.732 -0.979 -1.505
C -4.438 -0.903 -2.733
C -4.887 0.322 -3.208
C -4.697 1.461 -2.409
C -4.008 1.393 -1.182
H 0.502 5.573 3.741
H -1.272 5.780 3.824
H -0.481 5.253 2.275
H 0.154 4.259 5.841
H -0.767 2.750 5.851
H -1.588 4.281 5.711
H 1.905 4.332 4.547
H 4.044 3.285 3.748
H 3.919 1.195 2.359
H 4.534 -1.284 1.641
H 6.674 -0.459 0.646
H 6.667 0.986 -1.335
H 4.530 1.721 -2.335
H 2.420 1.129 -1.198
H 2.518 -0.309 4.099
H 3.561 -2.135 5.426
H 3.724 -4.360 4.477
H 2.806 -4.814 2.209
H 1.709 -3.035 0.914
H -4.949 1.432 1.662
H -5.177 3.432 3.031
H -3.186 4.393 4.188
H -5.453 -1.011 0.716
H -6.760 -2.195 2.287
H -5.707 -3.318 4.278
H -3.222 -3.092 4.611
H -1.903 -1.648 3.053
H -3.339 -1.935 -1.198
H -4.578 -1.820 -3.305
H -5.387 0.443 -4.167
H -5.084 2.405 -2.789
H -3.878 2.270 -0.578
C -0.654 3.586 -1.554
C -1.136 3.301 -2.835
C -1.095 2.046 -3.388
C -0.733 0.969 -2.569
C -0.234 1.255 -1.280
C -0.210 2.559 -0.767
N -0.757 -0.376 -2.904
N -1.320 -0.669 -4.086
C -1.424 -2.015 -4.260
C -2.018 -2.460 -5.458
C -2.186 -3.786 -5.709
C -1.752 -4.735 -4.749
C -1.158 -4.302 -3.564
C -0.912 -2.945 -3.343
H -0.676 4.660 -1.270
H -1.496 4.127 -3.411
H -1.515 1.875 -4.376
H 0.097 0.418 -0.672
H 0.151 2.747 0.245
H -2.315 -1.743 -6.229
H -2.581 -4.167 -6.635
H -1.871 -5.778 -5.001
H -0.982 -4.950 -2.727
*
```

B) Density functional theory data (ωB97M-V/def2-TZVPD) for C57H46ClN4O7P2Ti as an isolated structure.

highest occupied orbital energy (alpha / beta): -3.422 / -4.999 eV
Kohn-Sham gap (alpha / beta): 5.64 / 7.21 eV

The geometry in ORCA input format:
```
! wB97M-V def2-TZVPD RIJCOSX def2/J DEFGRID3
* xyz -1 3
Ti -2.159 -2.094 -0.631
O -1.926 -0.238 -4.174
Cl -1.220 -1.396 -3.670
O -2.057 -2.543 -3.703
O 0.008 -1.591 -4.421
O -0.815 -1.161 -2.284
O -2.123 -2.159 1.407
N -1.329 -2.899 2.031
N -0.461 -3.384 1.239
O -0.533 -3.035 -0.016
C 0.652 -4.279 1.707
C 0.460 -5.048 2.865
C 1.445 -5.883 3.394
C 2.632 -6.027 2.630
C 2.805 -5.318 1.408
C 1.829 -4.453 0.944
H -0.511 -4.914 3.361
H 1.290 -6.405 4.353
H 3.398 -6.727 2.881
H 3.722 -5.467 0.880
H 2.057 -3.909 0.002
C -1.269 3.263 -3.460
C -0.101 3.843 -2.665
C 0.173 5.244 -3.150
C 1.060 2.937 -2.861
C 1.958 3.003 -3.939
C 3.002 2.110 -4.081
C 3.233 1.141 -3.149
C 2.451 1.084 -1.997
P 2.777 0.108 -0.518
C 4.411 0.913 -0.048
C 4.315 1.893 0.929
C 5.445 2.665 1.180
C 6.631 2.400 0.526
C 6.672 1.424 -0.439
C 5.589 0.681 -0.731
C 3.310 -1.500 -1.187
C 4.311 -2.251 -0.582
C 4.651 -3.492 -1.085
C 3.980 -3.982 -2.191
C 2.880 -3.290 -2.716
C 2.590 -2.002 -2.249
C 1.311 1.906 -1.931
O 0.409 1.637 -0.916
C -0.240 2.718 -0.391
C -0.771 2.527 0.894
C -1.512 3.563 1.411
C -1.760 4.767 0.699
C -1.233 4.868 -0.575
C -0.520 3.807 -1.169
P -0.656 0.871 1.698
C 0.888 1.030 2.679
C 1.319 2.230 3.263
C 2.476 2.295 4.024
C 3.259 1.165 4.218
C 2.890 -0.011 3.644
C 1.725 -0.054 2.850
C -1.928 1.236 3.029
C -3.295 1.164 2.614
C -4.342 1.423 3.500
C -4.019 1.768 4.820
C -2.701 1.923 5.214
C -1.678 1.625 4.334
H -0.991 3.102 -4.508
H -2.175 3.838 -3.372
H -1.440 2.248 -3.168
H 0.098 5.210 -4.246
H 1.170 5.670 -2.815
H -0.566 5.992 -2.820
H 1.782 3.810 -4.658
H 3.600 2.042 -4.966
H 4.097 0.524 -3.302
H 3.398 2.037 1.413
H 5.412 3.398 1.967
H 7.526 2.966 0.757
H 7.612 1.231 -0.931
H 5.629 -0.073 -1.587
H 4.771 -1.914 0.343
H 5.433 -4.127 -0.608
H 4.269 -4.966 -2.556
H 2.278 -3.665 -3.537
H 1.783 -1.414 -2.692
H -2.098 3.496 2.333
H -2.363 5.543 1.162
H -1.372 5.743 -1.220
H 0.701 3.151 3.101
H 2.763 3.203 4.438
H 4.173 1.219 4.832
H 3.454 -0.910 3.782
H 1.477 -0.971 2.367
H -3.590 0.951 1.610
H -5.369 1.412 3.107
H -4.880 2.038 5.515
H -2.416 2.320 6.210
H -0.697 1.653 4.778
C -5.024 2.933 -0.374
C -6.054 2.030 -0.183
C -5.889 0.658 -0.290
C -4.594 0.153 -0.643
C -3.653 1.120 -1.002
C -3.821 2.479 -0.890
N -4.228 -1.184 -0.745
N -5.296 -2.021 -0.764
C -4.833 -3.369 -0.926
C -5.770 -4.387 -1.167
C -5.320 -5.659 -1.402
C -3.963 -5.996 -1.454
C -3.040 -4.942 -1.264
C -3.450 -3.640 -0.942
H -5.252 3.972 -0.200
H -7.035 2.395 0.178
H -6.762 -0.006 -0.269
H -2.729 0.704 -1.464
H -3.119 3.155 -1.249
H -6.861 -4.175 -1.002
H -6.005 -6.500 -1.482
H -3.649 -7.037 -1.541
H -1.974 -5.158 -1.350
*
```

The most stable arrangement is A), and the next structure is 0.0309 hartree less stable.

A) Density functional theory data (ωB97M-V/def2-TZVPD) for a 3-piece molecular cluster, C3H12N2O3 overall.

highest occupied orbital energy: -9.114 eV
Kohn-Sham gap: 9.58 eV

The geometry in ORCA input format:
```
! wB97M-V def2-TZVPD RIJCOSX def2/J DEFGRID3
* xyz 0 1
C -2.039 1.893 -0.741
N -1.967 0.396 -0.665
C -0.607 -0.051 -0.138
C -0.620 -1.536 0.022
N 0.435 -2.241 -0.536
O -1.465 -2.052 0.730
H -1.347 2.265 -1.430
H -1.773 2.461 0.167
H -3.017 2.123 -1.119
H -2.707 0.112 0.010
H -0.312 0.408 0.816
H 0.105 0.286 -0.952
H 1.045 -1.836 -1.209
H 0.606 -3.179 -0.476
H 2.096 -1.356 0.419
H 2.307 -1.400 2.000
O 2.545 -0.913 1.179
H 2.265 2.262 1.014
H 2.437 0.750 0.566
O 2.015 1.609 0.340
*
```

B) Density functional theory data (ωB97M-V/def2-TZVPD) for a 3-piece molecular cluster, C3H12N2O3 overall.

highest occupied orbital energy: -9.475 eV
Kohn-Sham gap: 10.06 eV

The geometry in ORCA input format:
```
! wB97M-V def2-TZVPD RIJCOSX def2/J DEFGRID3
* xyz 0 1
C -1.041 1.114 0.023
N -0.793 0.942 -1.425
C 0.309 0.088 -1.740
N -0.063 -1.188 -1.902
O 1.435 0.497 -1.998
C -0.152 2.017 0.859
H -1.032 0.216 0.575
H -2.056 1.633 -0.001
H -0.526 1.891 -1.816
H 0.478 -1.738 -2.499
H -0.993 -1.529 -1.771
H -0.341 3.037 1.017
H 0.938 1.996 0.558
H -0.278 1.639 1.872
H -2.029 -1.700 2.531
H -0.587 -2.160 2.331
O -1.509 -2.499 2.205
H 2.479 0.000 2.718
H 1.574 -0.421 1.545
O 1.783 -0.554 2.465
*
```

C) Density functional theory data (ωB97M-V/def2-TZVPD) for a 3-piece molecular cluster, C3H12N2O3 overall.

highest occupied orbital energy: -8.678 eV
Kohn-Sham gap: 4.60 eV

The geometry in ORCA input format:
```
! wB97M-V def2-TZVPD RIJCOSX def2/J DEFGRID3
* xyz 0 1
O -1.584 0.905 -1.642
C -1.095 0.691 -0.469
N 0.257 0.207 -0.404
C 0.874 -0.074 -1.672
N 1.860 -1.103 -1.502
C -1.179 2.007 0.367
H 0.210 -0.468 0.374
H 1.286 0.869 -2.103
H 0.032 -0.380 -2.336
H -0.113 -1.264 1.709
H 1.507 -1.707 -0.757
H -0.695 1.874 1.361
H -2.154 2.399 0.661
H -0.517 2.775 -0.061
H 2.739 -0.800 -1.041
H 1.054 -2.927 1.537
O 0.999 -2.106 1.040
H -1.802 0.050 0.143
H -0.812 -0.320 2.850
O -0.868 -0.627 1.945
*
```

The most stable arrangement is A), and the next structure is 0.0021 hartree less stable.

A) Density functional theory data (ωB97M-V/def2-TZVPD) for one molecule with the formula C3H6ClF.

highest occupied orbital energy: -10.745 eV
Kohn-Sham gap: 11.82 eV

The geometry in ORCA input format:
```
! wB97M-V def2-TZVPD RIJCOSX def2/J DEFGRID3
* xyz 0 1
C -2.261 -0.181 0.312
C -1.035 -0.692 -0.534
C 0.068 0.091 0.228
H -3.206 -0.246 -0.306
H -2.298 -0.562 1.282
H -2.061 0.863 0.452
H -1.131 -1.748 -0.553
H -0.986 -0.267 -1.494
H -0.262 -0.070 1.297
F 0.034 1.384 -0.211
Cl 1.706 -0.337 0.070
*
```

B) Density functional theory data (ωB97M-V/def2-TZVPD) for C3H6ClF as an isolated structure.

highest occupied orbital energy: -10.643 eV
Kohn-Sham gap: 11.42 eV

The geometry in ORCA input format:
```
! wB97M-V def2-TZVPD RIJCOSX def2/J DEFGRID3
* xyz 0 1
C -0.813 1.149 -0.151
C -0.292 -0.092 0.312
C 0.963 -0.994 -0.105
H 0.107 1.854 -0.125
H -0.954 0.982 -1.263
H -1.680 2.090 0.376
H -0.572 -0.137 1.392
H 1.040 -1.831 -1.093
H 0.979 -1.895 0.770
F -1.216 -1.163 -0.100
Cl 2.438 0.039 -0.011
*
```

The most stable arrangement is A), and the next structure is 0.1022 hartree less stable.

A) Density functional theory data (ωB97M-V/def2-TZVPD) for one molecule with the formula C2HBrO.

highest occupied orbital energy: -9.651 eV
Kohn-Sham gap: 7.93 eV

The geometry in ORCA input format:
```
! wB97M-V def2-TZVPD RIJCOSX def2/J DEFGRID3
* xyz 0 1
C -0.122 -0.093 -0.291
C 0.367 0.506 0.788
O 0.820 1.162 1.647
Br -1.561 -1.653 -0.917
H 0.497 0.079 -1.228
*
```

B) Density functional theory data (ωB97M-V/def2-TZVPD) for one molecule with the formula C2HBrO.

highest occupied orbital energy: -9.210 eV
Kohn-Sham gap: 8.91 eV

The geometry in ORCA input format:
```
! wB97M-V def2-TZVPD RIJCOSX def2/J DEFGRID3
* xyz 0 1
C 0.170 -0.479 -0.022
C 0.278 0.811 -0.011
O 0.244 1.965 0.075
Br -1.654 -1.100 0.001
H 0.962 -1.196 -0.044
*
```

The most stable arrangement is B), and the next structure is 0.0424 hartree less stable.

A) Density functional theory data (ωB97M-V/def2-TZVPD) for a 2-piece molecular cluster, C2HN2O2 overall.

highest occupied orbital energy (alpha / beta): -4.364 / -4.100 eV
Kohn-Sham gap (alpha / beta): 7.54 / 7.26 eV

The geometry in ORCA input format:
```
! wB97M-V def2-TZVPD RIJCOSX def2/J DEFGRID3
* xyz -1 1
C 1.229 1.684 0.003
C 1.251 0.385 0.096
N 1.189 2.860 -0.041
N 2.102 -0.602 -0.012
O 1.673 -1.768 -0.032
O 3.343 -0.320 -0.003
H -0.714 0.315 -0.624
*
```

B) Density functional theory data (ωB97M-V/def2-TZVPD) for a 2-piece molecular cluster, C2HN2O2 overall.

highest occupied orbital energy (alpha / beta): -3.782 / -3.727 eV
Kohn-Sham gap (alpha / beta): 7.68 / 7.63 eV

The geometry in ORCA input format:
```
! wB97M-V def2-TZVPD RIJCOSX def2/J DEFGRID3
* xyz -1 1
C 0.071 -0.010 -0.122
C 1.451 -0.514 0.016
N 0.473 -1.365 -0.121
N -0.938 0.687 -0.015
O -1.267 1.882 -0.005
O 2.600 -0.211 0.173
H -2.389 -0.468 0.074
*
```

The most stable arrangement is B), and the next structure is 0.0450 hartree less stable.

A) Density functional theory data (ωB97M-V/def2-TZVPD) for one molecule with the formula C11H11NO2.

highest occupied orbital energy: -7.655 eV
Kohn-Sham gap: 7.08 eV

The geometry in ORCA input format:
```
! wB97M-V def2-TZVPD RIJCOSX def2/J DEFGRID3
* xyz 0 1
C -3.579 0.113 -0.408
C -3.111 1.452 -0.281
C -2.632 -0.905 -0.284
C -1.807 1.761 -0.301
C -0.237 -1.609 -0.574
C 0.494 1.216 -0.257
C -1.164 -0.603 -0.377
C -0.772 0.775 -0.406
C 2.700 0.568 -1.081
C 1.147 -1.297 -0.734
C 1.540 0.083 -0.293
N 2.060 -0.010 1.105
O 2.727 0.546 -2.275
O 3.647 1.154 -0.394
H -4.589 -0.172 -0.168
H -3.829 2.202 -0.337
H -2.929 -1.891 -0.279
H -1.405 2.762 -0.113
H -0.651 -2.587 -0.771
H 0.840 2.245 -0.241
H 1.798 -2.041 -0.281
H 1.398 -1.538 -1.879
H 1.304 0.257 1.707
H 3.347 1.021 0.603
H 2.448 -0.887 1.478
*
```

B) Density functional theory data (ωB97M-V/def2-TZVPD) for one molecule with the formula C11H11NO2.

highest occupied orbital energy: -7.919 eV
Kohn-Sham gap: 8.68 eV

The geometry in ORCA input format:
```
! wB97M-V def2-TZVPD RIJCOSX def2/J DEFGRID3
* xyz 0 1
C -0.894 1.008 -1.410
C 3.033 0.567 1.896
C 1.816 1.169 1.989
C 3.394 0.012 0.722
C 0.925 1.190 0.922
C 2.457 -0.089 -0.302
C 1.220 0.552 -0.223
C -3.188 0.617 -1.347
C -2.867 -0.654 -0.696
C -1.952 -1.530 -1.034
C 0.348 0.611 -1.444
N -2.022 1.456 -1.518
O -1.626 -2.632 -0.328
O 0.994 0.165 -2.536
H 3.768 0.557 2.682
H 1.475 1.640 2.942
H 4.390 -0.415 0.579
H -0.134 1.447 1.060
H 2.606 -0.450 -1.306
H -3.979 1.241 -0.824
H -3.712 0.409 -2.343
H -3.058 -0.778 0.304
H -1.303 -1.590 -1.873
H -2.118 -2.713 0.529
H 1.883 0.511 -2.441
*
```

The most stable arrangement is A), and the next structure is 0.0687 hartree less stable.